1.
Molecular formula: C8H10F2O
Method: DFT, ωB97M-V/def2-TZVPD

The HOMO energy (spin up / spin down) is -5.8 / -10.0 eV. Its expectation value of S² is 2.006. Its spin multiplicity is 3. The calculation puts the gap between HOMO and LUMO (spin up / spin down) at 6.7 / 7.5 eV. The LUMO energy (spin up / spin down) is 0.9 / -2.5 eV.

Atoms and positions in Å:
F (0.29, -2.78, -0.30)
F (-0.50, -2.41, 1.74)
O (-2.35, -2.62, -0.38)
C (-1.70, -1.46, -0.03)
C (-0.15, -1.88, 0.60)
C (-1.55, 0.38, -2.01)
C (-1.54, -0.48, -1.13)
C (1.33, 0.11, -0.01)
C (1.86, 1.47, 0.48)
C (0.75, 2.38, 0.16)
C (0.72, -0.66, 0.91)
H (2.06, 1.41, 1.51)
H (0.39, -0.24, 1.78)
H (-1.19, 1.13, -2.69)
H (1.14, 3.36, -0.21)
H (-2.23, -0.85, 0.79)
H (-0.03, 2.11, -0.56)
H (2.70, 1.82, -0.08)
H (1.53, -0.12, -1.04)
H (0.20, 2.59, 1.05)
H (-1.73, -3.27, -0.58)


2.
Molecular formula: C36H30BrCoN4O3S2
Method: DFT, ωB97M-V/def2-TZVPD

For the energy relative to the best compared isomer or geometry (same formula, charge and spin), the calculation gives 74.5 kcal/mol. The HOMO energy (spin up / spin down) is -3.3 / -3.3 eV. Its expectation value of S² is 0.759. Its spin multiplicity is 2. As for the charge: -1. The calculation puts the gap between HOMO and LUMO (spin up / spin down) at 4.2 / 4.2 eV. The LUMO energy (spin up / spin down) is 0.9 / 0.9 eV.

Atoms and positions in Å:
Br (-0.82, -4.15, -4.93)
Co (1.06, 0.47, 0.61)
S (-0.83, 1.84, -0.77)
S (-3.39, 2.13, 0.80)
O (0.99, 2.14, 1.45)
O (2.40, 1.12, -0.54)
O (-1.64, -1.27, -0.60)
N (2.68, -0.08, 2.06)
N (-1.58, 0.42, 1.38)
N (1.52, -1.27, -0.14)
N (-0.43, -0.23, 1.51)
C (3.25, 0.50, 3.09)
C (-3.73, 0.97, -3.59)
C (0.97, -1.93, -1.21)
C (0.45, -1.95, 2.98)
C (-0.12, -3.25, -3.41)
C (-4.59, 1.07, -1.35)
C (-3.67, -3.96, 0.55)
C (-0.56, -1.47, 1.99)
C (3.88, 2.49, -1.67)
C (-2.11, -2.11, 0.18)
C (-3.19, -4.13, 1.86)
C (-0.17, -1.86, -3.35)
C (1.63, 3.20, 1.26)
C (-4.72, 1.85, -4.02)
C (2.63, 3.38, 0.24)
C (-3.67, 0.58, -2.27)
C (-1.63, -2.29, 1.56)
C (5.10, -1.01, 3.06)
C (-5.59, 1.93, -1.79)
C (-1.80, 1.36, 0.53)
C (3.33, 4.58, 0.05)
C (0.45, -3.99, -2.39)
C (2.92, 2.27, -0.63)
C (0.36, -1.22, -2.26)
C (4.44, 0.08, 3.65)
C (4.53, -1.63, 1.98)
C (4.25, 4.74, -0.95)
C (1.00, -3.34, -1.31)
C (4.51, 3.68, -1.83)
C (-3.15, -3.01, -0.26)
C (2.64, -1.76, 0.40)
C (-5.66, 2.32, -3.11)
C (1.28, 4.36, 2.17)
C (-4.45, 0.80, 0.10)
C (-2.18, -3.33, 2.33)
C (3.29, -1.16, 1.48)
H (2.71, 1.34, 3.52)
H (-5.39, 0.85, 0.64)
H (4.85, 0.58, 4.52)
H (0.91, 5.20, 1.58)
H (3.14, 5.41, 0.72)
H (0.47, -5.07, -2.45)
H (6.05, -1.36, 3.45)
H (4.77, 5.68, -1.08)
H (1.32, -2.38, 2.47)
H (5.01, -2.47, 1.49)
H (-3.50, -2.86, -1.27)
H (4.07, 1.65, -2.32)
H (0.79, -1.12, 3.59)
H (-4.46, -4.61, 0.19)
H (-3.95, -0.14, 0.33)
H (-6.31, 2.31, -1.08)
H (-6.43, 3.01, -3.44)
H (-4.76, 2.16, -5.05)
H (-0.60, -1.30, -4.16)
H (0.02, -2.72, 3.62)
H (0.48, 4.02, 2.84)
H (1.44, -3.92, -0.51)
H (5.23, 3.81, -2.63)
H (2.14, 4.67, 2.76)
H (-2.99, 0.61, -4.29)
H (-1.85, -3.47, 3.35)
H (-3.64, -4.88, 2.50)
H (-2.89, -0.09, -1.94)
H (0.33, -0.14, -2.19)
H (3.12, -2.62, -0.07)